(1)
This record from the Open Molecules 2025 dataset describes a molecular structure, C5H8LiO3Pr. The level of theory is ωB97M-V/def2-TZVPD.

CARTESIAN COORDINATES (ANGSTROEM)
C (1.1227, 1.0488, -2.2207)
C (0.8117, -0.0488, -3.1250)
H (0.4591, 1.9135, -2.3877)
H (2.1881, 1.3375, -2.2196)
H (1.6400, -0.4032, -3.7499)
Pr (-1.0830, -1.4459, -3.1054)
O (-0.4015, 0.5102, 1.1130)
Li (-2.9778, 1.3937, 0.0803)
O (-1.3114, 1.2928, -0.7174)
C (-0.3183, 0.8352, -0.1561)
O (0.7878, 0.5368, -0.7561)
C (-0.1078, -0.8353, 1.5601)
C (-0.2007, -0.8567, 3.0638)
H (-0.8281, -1.5268, 1.1054)
H (0.8873, -1.1199, 1.1961)
H (-1.1755, -0.4801, 3.3999)
H (-0.0917, -1.8959, 3.4029)
H (0.5989, -0.2560, 3.5166)

For the HOMO energy (spin up / spin down), the calculation gives -21.04 / -21.04 eV. The energy above the lowest of the compared OMol25 structures with the same formula, charge and spin comes out at 2.446 eV. Its multiplicity is 4. The orbital gap (spin up / spin down) comes out at 0.2395 / 0.2565 hartree. Its charge is +3.

Results of the Löwdin charge analysis, in e, for atoms 1 through 2: atom 1 (C): -0.05, atom 2 (C): -0.05

=====

(2)
This record from the Open Molecules 2025 dataset describes 2 unconnected molecules or ions with the total composition C4H5FNO2. The level of theory is ωB97M-V/def2-TZVPD.

CARTESIAN COORDINATES (ANGSTROEM)
C (0.5531, 0.4594, -0.2276)
C (1.9627, -1.4505, 1.2702)
C (-0.7999, -0.2569, -0.2659)
C (0.9924, 0.3982, 1.2501)
N (1.2022, 0.7581, -1.2620)
O (3.1152, -1.0893, 1.2608)
O (1.1024, -2.2736, 1.2682)
F (1.9800, 1.3590, 1.6486)
H (-1.4964, 0.4653, 0.1317)
H (-0.6621, -1.0782, 0.4430)
H (-0.9704, -0.6655, -1.2277)
H (0.0533, 0.3801, 1.8333)
H (2.1271, 1.0992, -0.9566)

For the HOMO energy, the calculation gives -3.23 eV. The energy above the lowest of the compared OMol25 structures with the same formula, charge and spin comes out at 0.694 eV. The orbital gap comes out at 0.2722 hartree. Its charge is -1.

Results of the Löwdin charge analysis, in e, for atoms 1 through 2: atom 1 (C): -0.48, atom 2 (C): -0.58

=====

(3)
This record from the Open Molecules 2025 dataset describes 2 unconnected molecules or ions with the total composition C5H9N3O2. The level of theory is ωB97M-V/def2-TZVPD.

CARTESIAN COORDINATES (ANGSTROEM)
C (0.1126, 0.0944, -0.6851)
C (-0.0814, -0.3272, 1.6272)
C (0.2133, 1.1188, 1.3254)
C (-0.1663, -1.1025, 0.2709)
C (0.8851, -2.2108, 0.0373)
N (-2.4528, 2.0242, -1.5825)
N (0.3812, 1.2244, -0.1164)
N (-1.5912, 2.5645, -2.0448)
O (0.2167, -0.1101, -2.0138)
O (-0.7458, 3.0762, -2.6326)
H (0.7471, -0.8693, 2.2135)
H (-0.9594, -0.5223, 2.2568)
H (-0.5590, 1.8114, 1.5849)
H (1.1518, 1.4037, 1.7381)
H (-1.2639, -1.4351, 0.1220)
H (0.6174, -3.0443, 0.7080)
H (1.9911, -1.9841, 0.3898)
H (0.7488, -2.4086, -1.0586)
H (0.7549, 0.6966, -2.1400)

For the HOMO energy, the calculation gives -9.71 eV. The energy above the lowest of the compared OMol25 structures with the same formula, charge and spin comes out at 2.930 eV. The orbital gap comes out at 0.3921 hartree. Its structure (SMILES) is C[C@H]1CCN=C1O.N#[N+][O-]. Its charge is 0.

Results of the Löwdin charge analysis, in e, for atoms 1 through 2: atom 1 (C): -0.42, atom 2 (C): -0.15

=====

(4)
This record from the Open Molecules 2025 dataset describes a molecular structure, CdN3O9. The level of theory is ωB97M-V/def2-TZVPD.

CARTESIAN COORDINATES (ANGSTROEM)
Cd (1.1711, 0.1422, -0.6427)
N (0.8239, 3.2510, -0.4907)
O (1.8509, 3.6939, -1.0027)
O (0.4975, 2.0803, -0.7018)
O (0.0679, 3.8692, 0.2860)
N (-0.8061, -0.5187, 1.8338)
O (-0.4798, -1.0879, 2.9301)
O (-1.9642, -0.7840, 1.4682)
O (-0.0420, 0.2438, 1.2004)
N (-0.2554, -2.7704, -1.1804)
O (-0.4447, -3.5967, -0.3963)
O (-0.9913, -2.6589, -2.1540)
O (0.5720, -1.8637, -1.1500)

For the HOMO energy (spin up / spin down), the calculation gives -9.77 / -9.78 eV. Its multiplicity is 2. The orbital gap (spin up / spin down) comes out at 0.2429 / 0.1364 hartree. Its charge is 0.

Results of the Löwdin charge analysis, in e, for atoms 1 through 2: atom 1 (Cd): 1.53, atom 2 (N): -0.60

=====

(5)
This record from the Open Molecules 2025 dataset describes 2 unconnected molecules or ions with the total composition C2H10N2. The level of theory is ωB97M-V/def2-TZVPD.

CARTESIAN COORDINATES (ANGSTROEM)
C (-2.2774, 0.7398, 1.1588)
H (-3.0257, 1.1542, 1.8773)
H (-1.7204, -0.1192, 1.6974)
H (-1.5538, 1.5858, 1.1638)
H (-2.5518, 0.4255, 0.1478)
N (0.8981, -1.0269, -1.7502)
C (1.6887, -0.8092, -0.5519)
N (1.4648, 0.4650, 0.3276)
H (1.0276, -0.5300, -2.6877)
H (-0.1077, -0.8361, -1.3754)
H (1.4423, -1.6285, 0.1651)
H (2.7389, -0.9565, -0.8213)
H (1.3862, 1.2626, -0.2635)
H (0.5903, 0.2735, 0.9123)

For the HOMO energy, the calculation gives -8.94 eV. The energy above the lowest of the compared OMol25 structures with the same formula, charge and spin comes out at 1.064 eV. The orbital gap comes out at 0.3611 hartree. Its structure (SMILES) is NCN.C. Its charge is 0.

Results of the Löwdin charge analysis, in e, for atoms 1 through 2: atom 1 (C): -0.08, atom 2 (H): 0.02

=====

(6)
This record from the Open Molecules 2025 dataset describes C9H15F in the gas phase. The level of theory is ωB97M-V/def2-TZVPD.

CARTESIAN COORDINATES (ANGSTROEM)
C (0.2744, 1.8986, 2.1553)
C (1.1601, -0.9698, 1.0584)
C (0.1608, -0.1295, 0.7406)
C (-0.2835, 0.7607, 1.8330)
C (2.2447, -1.6576, 0.2726)
C (-1.7114, 1.1040, -0.4459)
C (0.3825, 0.5034, -1.8519)
C (-1.2572, -1.1947, -1.0752)
C (-0.5445, 0.0516, -0.6337)
F (-1.2738, 0.2700, 2.5428)
H (-0.1282, 2.5494, 2.9159)
H (0.9810, 2.4232, 1.4391)
H (1.3287, -0.8523, 2.1044)
H (1.9793, -2.7939, 0.5124)
H (2.1873, -1.5964, -0.8064)
H (3.2422, -1.3855, 0.5269)
H (-2.4486, 1.1463, -1.1793)
H (-1.2777, 2.0051, -0.2694)
H (-2.3294, 0.8079, 0.3374)
H (-0.2609, 0.4640, -2.6574)
H (0.8154, 1.4062, -1.8409)
H (1.1292, -0.2256, -2.0048)
H (-0.7652, -2.1256, -0.8064)
H (-2.2092, -1.1910, -0.7297)
H (-1.3956, -1.2685, -2.1380)

For the HOMO energy, the calculation gives -9.18 eV. The orbital gap comes out at 0.3688 hartree. Its structure (SMILES) is C=C(F)/C(=C/C)C(C)(C)C. Its charge is 0.

Results of the Löwdin charge analysis, in e, for atoms 1 through 2: atom 1 (C): 0.08, atom 2 (C): -0.09

=====

(7)
This record from the Open Molecules 2025 dataset describes 2 unconnected molecules or ions with the total composition C7H9FN2O4PS2. The level of theory is ωB97M-V/def2-TZVPD.

CARTESIAN COORDINATES (ANGSTROEM)
O (-3.8980, 1.7178, 0.6519)
S (-3.4558, 0.8796, -0.4049)
O (-4.2766, -0.1635, -0.9110)
F (-3.1813, 1.8266, -1.6298)
N (-1.9054, 0.3960, -0.1343)
P (-1.3670, -1.1866, -0.7800)
S (0.3952, -1.1601, -1.5219)
C (-1.5321, 0.5752, 1.2605)
C (-0.7066, 1.6449, 1.5611)
C (-0.3477, 1.8222, 2.8836)
C (-0.8086, 0.9158, 3.8243)
C (-1.6057, -0.1333, 3.4048)
N (-1.9762, -0.3035, 2.1361)
H (-1.5693, -2.0311, 0.3170)
H (-2.4173, -1.4784, -1.6513)
H (-0.3562, 2.2993, 0.7717)
H (0.2862, 2.6513, 3.1762)
H (-0.5479, 1.0130, 4.8715)
H (-1.9608, -0.8683, 4.1228)
C (5.0989, -1.2044, -3.3078)
C (3.6003, -1.2180, -2.9091)
O (2.9771, -2.2854, -3.1028)
O (3.1652, -0.1459, -2.4278)
H (5.4083, -2.1667, -3.7175)
H (5.2727, -0.4235, -4.0515)
H (5.7087, -0.9730, -2.4316)

For the HOMO energy, the calculation gives -3.97 eV. The orbital gap comes out at 0.2363 hartree. Its charge is -1.

Results of the Löwdin charge analysis, in e, for atoms 1 through 2: atom 1 (O): -0.24, atom 2 (S): 0.55

=====

(8)
This record from the Open Molecules 2025 dataset describes a gas-phase ion, C9H17N2O (charge +1). The level of theory is ωB97M-V/def2-TZVPD.

CARTESIAN COORDINATES (ANGSTROEM)
C (-2.4502, -1.1423, 0.9722)
C (-1.2710, -1.2091, 1.5871)
C (-2.8838, -0.2110, -0.0215)
C (-0.0488, -0.4097, 1.3184)
C (-2.3253, 0.9651, -0.1604)
C (0.4217, -0.0580, 0.1379)
C (-0.5492, -1.9267, -1.3792)
C (1.9971, 1.6170, 1.0607)
C (2.7073, 0.2586, -0.7674)
N (0.0904, -0.6754, -1.0451)
N (1.5609, 0.9387, -0.1759)
O (-2.5165, 1.8553, -1.1965)
H (-3.1110, -1.9705, 1.1445)
H (-1.0908, -2.0591, 2.3213)
H (-3.3425, -0.7788, -0.7642)
H (0.4813, -0.2009, 2.2517)
H (-1.7414, 1.3842, 0.6525)
H (0.0998, -2.5293, -2.1013)
H (-0.6483, -2.3748, -0.3993)
H (-1.4366, -1.8118, -2.0047)
H (1.2031, 1.8136, 1.6902)
H (2.7668, 1.0492, 1.6737)
H (2.2997, 2.5779, 0.8360)
H (2.2891, -0.7720, -1.0454)
H (3.0012, 0.8410, -1.5885)
H (3.4833, -0.1089, -0.1082)
H (0.0706, -0.0319, -1.8351)
H (1.2032, 1.5045, -0.8998)
H (-3.4774, 1.9015, -1.5173)

For the HOMO energy, the calculation gives -11.44 eV. The energy above the lowest of the compared OMol25 structures with the same formula, charge and spin comes out at 4.054 eV. The orbital gap comes out at 0.3130 hartree. Its structure (SMILES) is CN\C(=C/C=C\C=C\O)[NH+](C)C. Its charge is +1.

Results of the Löwdin charge analysis, in e, for atoms 1 through 2: atom 1 (C): -0.12, atom 2 (C): -0.10

=====

(9)
This record from the Open Molecules 2025 dataset describes a molecular structure, C4H3HgLiO4. The level of theory is ωB97M-V/def2-TZVPD.

CARTESIAN COORDINATES (ANGSTROEM)
O (1.2623, 0.1613, 2.0687)
O (0.5714, 2.0110, 1.2494)
C (1.2047, 0.9749, 3.2776)
C (0.7941, 2.2885, 2.6815)
C (0.8368, 0.7523, 0.9877)
H (-1.8369, -2.8508, -1.5808)
H (-0.1513, 2.7015, 3.0776)
H (1.5585, 3.0847, 2.7360)
O (-1.8364, -3.0610, -3.6113)
C (-1.4353, -2.5118, -2.5641)
O (-0.6294, -1.5318, -2.5784)
Li (-0.6728, -1.8045, -4.5795)
Hg (0.3342, -0.2143, -1.1645)

For the HOMO energy (spin up / spin down), the calculation gives -5.38 / -7.38 eV. The energy above the lowest of the compared OMol25 structures with the same formula, charge and spin comes out at 0.031 eV. Its multiplicity is 3. The orbital gap (spin up / spin down) comes out at 0.1528 / 0.2189 hartree. Its charge is 0.

Results of the Löwdin charge analysis, in e, for atoms 1 through 2: atom 1 (O): -0.15, atom 2 (O): -0.12